Molecular formula: C64H167N13O19
Method: DFT, ωB97M-V/def2-TZVPD

```
263
Properties=species:S:1:pos:R:3:mulliken_charge:R:1
O 0.54163 -0.27558 -0.44312 1.417
O -1.94671 -1.31047 -4.57658 -0.384
O -6.09870 3.87392 0.96065 -0.189
O 6.55612 3.06982 -3.24760 -0.391
O 1.10450 5.18528 -3.42719 -0.532
O 0.94980 -2.98755 5.06931 -0.268
O 2.07527 -1.22497 -3.90365 -0.400
O -2.58220 -1.25456 3.96074 -0.078
O -0.19593 0.42671 8.37097 -0.254
O 5.40042 4.63815 1.15337 -0.060
O 8.22292 -1.33961 -2.24921 -0.274
O 6.49807 -1.47436 1.50336 -0.478
O 0.36932 -6.61424 -1.72073 -0.437
O -0.01548 8.13437 0.82621 -0.385
O -0.02351 -3.45251 1.21449 0.816
O -6.29388 -6.32669 1.38149 -0.361
O -4.63840 2.82946 -4.70384 -0.252
O -0.58388 4.42064 1.99897 -0.392
O -7.74455 0.29233 -3.78767 -0.250
N -3.95355 -3.89201 -0.23814 0.033
N 2.61449 -2.50669 0.33162 0.861
N 7.79841 -3.33101 -0.46640 -0.273
N -1.80318 -1.65508 -1.09429 1.964
N 2.38269 4.02123 1.03529 1.243
N -2.21207 1.35647 6.41544 -0.307
N -5.45693 1.12563 -2.47672 0.288
N 1.59131 6.47957 -0.82001 0.307
N 2.37911 -7.74917 -4.56193 -0.710
N -2.84135 5.31980 0.58377 -0.048
N 0.85775 0.61073 5.07793 -0.155
N 5.13272 0.66660 -3.70812 -0.154
N -4.98288 -2.89718 -3.32291 -0.448
C 6.31387 2.20499 -2.16805 -0.522
C 7.09339 -3.68928 0.69041 -1.148
C -0.79740 8.04220 2.04834 -0.427
C -4.39811 2.07820 -2.43485 1.115
C -0.87239 3.78321 0.84082 2.595
C -2.59083 0.02927 4.48254 0.170
C -0.67099 -0.04872 0.30420 -0.767
C 0.94290 0.82427 -1.20331 -0.394
C -1.67553 0.05219 -4.74583 -0.257
C 3.82504 2.53614 2.27985 -1.149
C 0.64125 -4.05814 5.99248 -0.924
C -3.87079 4.32983 0.88397 0.921
C -8.52597 -0.82006 -4.13136 -0.767
C 0.70618 -1.66943 5.58645 -0.582
C 1.27821 -7.62208 -3.67471 0.498
C -7.41582 4.31345 0.75194 -0.834
C -3.34649 -1.54204 -4.36297 -0.033
C 5.04653 1.27348 -2.41925 1.063
C -1.90975 -0.27322 -0.68443 3.001
C 3.87525 0.26809 -4.16437 -0.398
C -5.22229 5.00614 1.03356 -0.879
C 0.92312 -0.71488 4.42400 3.066
C 3.36625 -0.97122 -3.45170 0.401
C -4.41831 3.23857 -3.40211 -1.300
C 2.18312 -0.87163 3.62612 -1.116
C 8.88937 -0.59445 -3.18480 -0.797
C -0.92354 -3.48249 2.32617 -0.311
C 1.56152 -6.70946 -2.50761 -0.085
C 3.32372 3.88815 2.18700 0.582
C -5.07420 3.95962 -5.43786 -0.927
C 0.77316 -8.99146 -3.19220 -1.432
C 1.21009 -4.16873 1.36191 -1.176
C -3.60806 -2.92139 -3.94086 1.067
C -6.77990 1.62616 -2.17315 -0.447
C 2.01493 7.68137 -0.14218 -1.047
C -1.62904 4.80309 0.03709 -1.079
C 5.99275 -2.74085 1.22127 0.505
C -0.55927 -5.67196 -2.14096 -0.722
C 2.16025 -3.91749 0.18277 2.023
C 0.42391 3.97608 -3.77866 -0.341
C 2.20407 4.88547 -2.58104 0.200
C 1.47394 -2.27107 -3.19571 0.171
C 6.96413 -3.30461 -1.69109 0.178
C 7.65323 3.90954 -3.14561 -0.434
C -2.86043 0.11849 5.95793 -0.378
C -6.18492 -3.29986 0.61439 -1.415
C 6.37579 5.69260 1.04814 -0.847
C -0.19160 3.59535 3.09439 -0.758
C 7.75664 -2.58251 -2.76389 -0.893
C -5.29167 -5.74392 0.51535 -0.894
C 3.32389 -4.91534 0.19811 -2.033
C 2.63043 6.09582 -1.79850 -1.244
C -1.60522 0.57780 8.76908 -0.565
C 4.45052 4.98826 2.13458 -1.187
C -3.92971 -1.67515 3.83758 -0.656
C 1.32285 7.85944 1.15514 -0.390
C 5.78999 -0.36744 1.14263 -0.066
C -4.95802 -4.22735 0.76535 1.315
C -3.19945 0.12367 0.17951 -0.487
C -7.86241 0.61915 -2.45281 -0.607
C -3.69338 -3.82143 -5.18319 -1.650
C 0.49736 -0.58385 9.08103 -0.769
C -6.17607 -7.70569 1.52741 -0.696
C -2.25623 1.58720 7.82871 -1.133
H -1.39405 -6.18277 -2.56277 0.583
H -0.30762 4.28738 -4.51333 0.334
H -4.35236 -3.39711 -5.91218 0.406
H 2.84807 3.96612 0.13485 -0.558
H 1.50622 0.60883 5.82750 0.340
H 4.42145 2.08135 1.49693 -0.060
H 4.89720 5.06336 3.13299 0.589
H -0.08060 -8.82737 -2.51637 0.313
H 1.87509 4.90078 1.03729 -0.737
H -9.62096 -0.57637 -4.35879 0.257
H -1.28291 1.24159 6.06937 0.325
H 1.49684 -4.22625 6.68384 0.273
H 3.93551 -4.81874 -0.66416 0.415
H -1.83955 4.42097 -1.00178 -0.470
H -3.94177 3.63788 0.02973 -0.889
H 1.04069 1.34485 4.42970 -0.029
H -3.37667 0.55869 3.89368 0.438
H 8.60134 3.33106 -3.16689 0.240
H 6.64437 -4.67542 0.63304 0.380
H -6.76111 2.08985 -1.16578 0.138
H -2.34628 -0.78350 6.37116 -0.012
H 7.23716 1.62064 -2.07693 0.204
H -4.58718 -1.46644 4.67095 0.501
H -5.17886 -3.81798 -2.95892 0.307
H 0.26580 -1.56178 8.64279 0.246
H -5.39101 5.54291 1.94152 0.475
H 1.57439 -9.42852 -2.66230 0.364
H 2.94047 4.37992 -3.19352 0.619
H 3.99303 5.96551 1.83932 0.243
H -6.09982 4.19478 -5.14621 0.337
H 1.72414 0.49935 -1.84649 -0.517
H -7.74290 5.22206 1.33186 0.286
H 1.79660 -1.90901 -0.01217 -1.102
H 4.03344 -4.78911 1.05745 0.223
H -3.05265 -4.19165 0.02226 0.084
H 7.58628 4.55658 -3.98884 0.269
H 0.03113 3.42969 0.29541 -0.294
H -5.35029 -7.93203 2.28360 0.259
H 6.38447 0.46495 0.75508 0.299
H 1.03278 -5.26483 1.41764 0.387
H 6.20336 2.80497 -1.25665 0.297
H 1.58968 -3.95082 -0.75915 -0.556
H 1.55552 -2.29177 -2.13969 -0.396
H 3.55445 5.86319 -1.25554 0.374
H 2.78163 6.90298 -2.54334 0.560
H -0.72054 -0.82738 1.07283 -0.611
H 4.09721 1.86326 -2.21436 -0.455
H 0.47842 -7.20638 -4.24810 0.313
H 9.71874 -1.19809 -3.65655 0.306
H 7.91656 -3.72075 1.45708 0.362
H -0.05520 3.49970 -2.87674 -0.061
H 1.91978 -3.16218 -3.59558 0.684
H -5.07862 -2.21099 -2.56001 -0.061
H 8.29921 -2.42104 -0.30444 0.339
H 0.50133 -4.98501 5.44251 0.257
H 3.08718 7.55474 0.02086 0.370
H 5.22240 -2.73333 0.47752 -0.512
H -1.84223 0.40811 -1.47825 -0.276
H -7.71286 -0.27077 -1.79291 0.205
H -1.48292 2.83284 1.01108 -0.999
H 0.09542 -0.76470 3.65680 -1.851
H -7.96481 -1.40871 -4.91456 0.257
H 6.86267 -4.33011 -2.02929 0.303
H -5.99785 -8.24556 0.56285 0.291
H -8.52449 -1.55055 -3.30873 0.304
H -6.98722 -3.51280 1.27254 0.557
H -2.32339 0.46629 -5.53563 0.453
H 6.94125 5.66496 1.92371 0.404
H 7.21677 -2.50506 -3.72386 0.359
H -4.25931 2.51026 -1.51646 -0.623
H 0.72328 6.58164 -1.26755 0.270
H -5.77419 -2.33154 0.90809 0.309
H 2.74658 -2.29570 1.28886 -0.087
H 1.41373 7.11828 1.88492 0.244
H -0.67072 0.93485 0.68907 -0.401
H -5.35064 5.69151 0.19865 0.429
H 9.26052 0.26764 -2.64222 0.225
H 4.00877 0.17260 -5.25080 0.477
H -2.73552 -3.92322 -5.69380 0.307
H -1.68944 0.91179 9.75120 0.589
H -5.60184 -5.93457 -0.52316 0.341
H 8.65428 -3.17415 -2.98214 0.492
H 1.98092 8.63822 -0.63537 0.436
H 1.30154 1.62177 -0.61812 0.331
H -0.37846 8.52376 2.87172 0.456
H -3.66861 3.70112 1.77940 -0.038
H 2.89494 -5.93404 0.20104 0.507
H -3.71481 -0.86686 -3.59463 -0.656
H -3.45284 3.78362 -3.39251 0.569
H 2.77723 -6.82708 -4.73614 0.262
H 4.43777 2.35761 3.15714 0.689
H 2.35278 -7.21761 -1.91364 0.339
H 1.51654 -0.22057 9.11203 0.205
H -1.86196 0.66280 -3.84934 -0.205
H -2.06017 -0.41447 8.70432 0.348
H 0.60202 -9.64704 -4.08793 0.356
H -3.13511 -0.27832 1.19367 -0.510
H -1.82895 2.54084 8.09870 0.417
H -4.43983 4.82051 -5.52892 0.325
H 2.39581 -1.94492 3.41971 0.235
H 3.02148 -0.47642 4.19872 0.490
H -0.54198 -2.79189 3.11711 -0.240
H -2.76410 5.88677 1.37907 0.386
H 5.92855 -2.89584 -1.63550 -0.180
H -0.85020 -1.95453 -1.36174 -0.834
H -2.90473 -3.34617 -3.19442 -0.308
H -2.40077 -1.77871 -1.90323 -1.169
H -3.30064 1.60018 8.09774 0.471
H 8.18003 -0.22925 -3.91463 0.298
H -4.06542 -4.85048 -4.98416 0.392
H -3.28916 1.19201 0.23933 -0.218
H 0.38770 -2.28545 -3.45100 -0.228
H -4.54628 -4.26443 1.80699 -0.295
H 0.66021 2.98032 2.88678 -0.099
H 3.19898 1.08101 -3.87388 -0.119
H 2.69542 4.13948 3.08474 0.407
H 1.94013 -5.73126 -2.83637 -0.163
H -7.57645 4.43371 -0.37859 0.281
H 4.01840 -1.89759 -3.59408 0.265
H 0.06997 -0.68309 10.09090 0.397
H 1.48752 -1.41687 6.30253 0.723
H -6.59783 -3.34415 -0.43351 0.173
H -1.71915 8.55235 1.69640 0.231
H -3.83782 -2.91010 -0.25325 -0.433
H 5.60197 1.37412 -4.27551 0.402
H 3.15991 -8.29577 -4.20152 0.287
H -1.33865 -4.44939 2.66664 0.241
H -3.89319 0.02072 6.23670 0.498
H 6.96669 5.48883 0.16571 0.033
H -5.12145 3.56151 -6.46377 0.261
H 5.26010 -0.04008 1.99833 0.265
H -5.47010 0.71520 -3.42350 0.451
H -1.77852 -2.96576 1.87763 -0.189
H 1.84154 4.14452 -1.86432 -0.438
H -1.03882 3.01511 3.46952 0.373
H -0.30235 -3.81698 6.50554 0.357
H -1.67639 0.50765 4.19534 -0.629
H 3.34711 -0.79413 -2.37044 -0.546
H -8.00491 3.46310 0.99738 0.279
H -5.08576 3.97488 -2.99086 0.613
H 2.95871 1.88609 2.32678 -0.067
H 2.17570 -0.41324 2.61918 -0.258
H -0.17894 -4.88703 -2.90315 0.252
H -7.13550 -8.08774 1.91589 0.244
H -4.34413 -6.33950 0.60633 0.411
H -3.43037 1.48474 -2.45005 -0.900
H 5.05907 -0.63371 0.34235 -0.091
H -4.04999 -0.24740 -0.37839 0.381
H -3.94697 -2.76364 3.77344 0.092
H -0.64498 0.12324 -5.07974 0.227
H -1.00457 6.99979 2.24304 -0.113
H -4.38497 -1.28083 2.85331 0.056
H 4.99212 0.52491 -1.63058 -0.509
H 7.59970 4.44027 -2.17086 0.013
H -0.96865 5.70945 -0.13082 0.323
H 0.05522 4.27128 3.89619 0.435
H -7.01692 2.43918 -2.85599 0.228
H 1.08224 3.28932 -4.28286 0.359
H -3.93321 -1.31496 -5.23677 0.811
H 5.89636 6.66340 1.05128 0.344
H -8.83077 0.99450 -2.28298 0.480
H -0.26848 -1.57272 5.96903 -0.221
H -0.89402 -5.06660 -1.27963 -0.023
H 1.77678 8.72847 1.71361 0.500
H 0.10165 1.25558 -1.77223 -0.594
H 1.62538 -3.96738 2.40051 0.082
H 5.50169 -3.25169 2.06097 0.377
```

Results
relative energy (zero: lowest compared OMol25 entry of this formula, charge and spin)	78.4	kcal per mole
strongest force on any atom	4.2	eV/A
E_LUMO	0.6	eV
highest occupied orbital energy	-8.3	eV